Entry 1:
A structure of composition C32H40AuBN3O3STe at a distorted geometry, computed with ωB97M-V/def2-TZVPD.

```
82
Properties=species:S:1:pos:R:3:forces:R:3:lowdin_charge:R:1
Au -1.506513 -0.187949 -0.268869 -0.341 -0.330 -0.538 0.95
S -1.265123 4.437457 -1.708883 0.163 -0.377 0.250 1.15
C 0.071486 4.528641 -0.597363 -0.026 -0.336 -0.100 -0.45
C 0.589824 5.631625 0.065985 0.054 0.061 -0.037 -0.08
C 1.678058 5.443578 0.895968 -0.083 0.013 0.002 -0.07
C 2.232666 4.176784 1.079937 -0.001 -0.095 -0.019 -0.08
C 1.709621 3.074551 0.437787 -0.032 -0.095 0.001 -0.06
C 0.614082 3.241040 -0.409684 -0.019 0.963 0.189 -0.34
N -0.030988 2.255067 -1.104290 -0.552 -0.128 -0.523 -0.08
C -1.027740 2.702368 -1.807969 0.417 0.686 0.422 -0.52
C -1.898968 1.848690 -2.592626 -0.394 -0.295 -0.449 -0.27
C -2.500678 2.334656 -3.760108 0.209 -0.046 0.214 -0.04
C -3.296993 1.512150 -4.530966 -0.103 -0.016 -0.133 -0.07
C -3.501849 0.196218 -4.152992 0.085 -0.061 0.042 -0.07
C -2.916620 -0.288551 -2.991489 -0.064 -0.207 -0.016 -0.13
C -2.127688 0.525790 -2.201602 0.091 0.250 0.876 -0.22
H 0.154218 6.609632 -0.064026 -0.010 0.120 -0.021 0.11
H 2.106890 6.284741 1.415279 0.016 0.137 0.061 0.11
H 3.077124 4.055855 1.741877 0.074 0.007 0.035 0.11
H 2.127972 2.087672 0.587809 0.041 0.127 0.143 0.06
H -2.319151 3.354096 -4.070065 0.023 0.095 -0.042 0.10
H -3.753533 1.888010 -5.434004 -0.030 0.076 -0.047 0.11
H -4.124327 -0.456942 -4.746028 -0.044 -0.028 -0.090 0.11
H -3.081728 -1.318377 -2.709696 -0.141 -0.105 0.045 0.09
C 3.304816 -0.831321 -1.819131 0.019 0.145 0.141 -0.34
Te 1.419759 0.006363 -1.120943 1.178 -0.491 -0.473 1.74
C 0.647593 -0.846579 -2.905379 -0.240 0.104 -0.150 -0.35
C 1.772018 -1.445917 -3.682422 0.393 -0.102 -0.005 -0.27
C 1.528841 -2.061764 -4.905042 -0.016 -0.030 -0.051 -0.03
C 2.563752 -2.655496 -5.603873 -0.086 0.010 -0.051 -0.07
C 3.855570 -2.612769 -5.101586 0.064 0.021 0.046 -0.07
C 4.103006 -1.989521 -3.893065 0.005 -0.048 -0.066 -0.03
C 3.061039 -1.424026 -3.168340 -0.163 -0.077 -0.207 -0.29
H 3.689619 -1.594945 -1.143227 -0.146 0.053 0.243 0.06
H 4.054290 -0.038149 -1.864823 -0.110 0.090 0.116 0.07
H 0.116042 -0.087650 -3.475263 -0.034 0.128 0.094 0.07
H -0.064177 -1.613319 -2.611348 -0.124 0.042 0.205 0.05
H 0.523431 -2.081147 -5.302594 -0.077 -0.012 -0.043 0.12
H 2.366592 -3.150883 -6.542747 -0.028 -0.007 -0.077 0.11
H 4.665208 -3.069789 -5.649815 0.072 -0.014 -0.050 0.11
H 5.107452 -1.941503 -3.499569 0.129 -0.054 0.039 0.12
C -0.458041 -5.598075 0.626737 -0.044 -0.203 0.150 -0.05
N -0.650716 -4.212315 0.254221 0.015 0.070 0.067 -0.13
C -1.576185 -3.994900 -0.838768 -0.075 0.190 -0.049 -0.04
C 0.257182 -3.241632 0.521791 -0.156 -0.006 -0.184 -0.49
O 0.365521 -2.269533 -0.256073 0.044 -0.312 0.002 -0.21
N 1.049258 -3.351315 1.620173 0.202 -0.055 -0.033 -0.13
C 2.117669 -2.376745 1.723265 0.027 0.217 -0.217 -0.04
C 0.581640 -3.827539 2.905884 -0.167 -0.063 0.214 -0.03
H -0.576423 -6.222190 -0.259544 0.034 -0.009 -0.021 0.10
H -1.193765 -5.922467 1.367299 0.061 -0.044 -0.010 0.09
H 0.545577 -5.744008 1.014332 0.019 -0.066 0.052 0.09
H -2.481831 -4.567561 -0.652028 -0.046 -0.021 0.010 0.10
H -1.152256 -4.306491 -1.797290 0.029 0.001 -0.024 0.10
H -1.828324 -2.936654 -0.894272 -0.064 -0.084 -0.031 0.05
H 2.680176 -2.387250 0.791981 0.120 0.117 0.066 0.07
H 2.776341 -2.657259 2.541544 0.009 -0.045 -0.010 0.10
H 1.730360 -1.366408 1.902891 0.028 -0.044 0.042 0.08
H -0.191987 -4.578327 2.809095 -0.047 -0.007 -0.007 0.07
H 0.181266 -2.993020 3.489112 -0.010 0.001 0.057 0.10
H 1.422813 -4.259971 3.447969 -0.073 -0.045 0.015 0.10
C -1.088303 0.360212 4.872760 0.102 0.113 -0.382 -0.01
C -0.709418 1.292749 3.717506 -0.049 0.148 0.631 -0.44
C 0.577862 2.039162 4.068901 -0.264 -0.226 -0.207 0.00
O -0.440901 0.459769 2.565896 0.608 -0.560 -0.368 0.06
B -1.388647 0.677905 1.617563 -0.177 0.500 0.379 -0.73
O -2.265217 1.643308 1.966436 -0.579 0.051 -0.411 0.09
C -1.900409 2.212701 3.239216 0.043 0.423 0.296 -0.44
C -3.132983 2.205460 4.143183 0.243 -0.134 -0.357 0.00
C -1.514147 3.670574 2.974796 -0.103 -0.431 -0.075 0.01
H -0.227752 -0.248627 5.142736 0.055 -0.042 -0.008 0.09
H -1.901507 -0.302975 4.584740 -0.060 -0.015 0.022 0.09
H -1.389443 0.933580 5.743933 -0.028 0.031 0.126 0.09
H 1.333090 1.317446 4.372111 0.058 -0.060 0.033 0.09
H 0.413432 2.726725 4.893981 -0.028 0.076 0.095 0.10
H 0.959367 2.592109 3.215235 -0.004 0.087 -0.044 0.07
H -3.513135 1.202876 4.310703 -0.014 -0.084 0.047 0.09
H -3.917448 2.783386 3.660796 -0.038 0.073 -0.009 0.10
H -2.894947 2.668575 5.095491 -0.029 0.041 0.171 0.10
H -0.676470 3.743174 2.286350 0.133 0.042 -0.057 0.07
H -1.273404 4.177486 3.904339 0.080 0.109 0.072 0.10
H -2.372788 4.159676 2.520194 -0.027 0.093 -0.021 0.10
```
Forces are in eV/Å.

Values from the calculation:
LUMO (alpha / beta) = -2.427 / -4.422 eV
expectation value of S² = 2.011
E_HOMO (alpha / beta) = -10.6650 / -10.9815 eV
net charge = +1
2S+1 = 3
orbital gap (alpha / beta) = 8.24 / 6.56 eV

Entry 2:
The ion C6H10N with charge +1 at a distorted geometry, computed with ωB97M-V/def2-TZVPD.

```
17
Properties=species:S:1:pos:R:3:forces:R:3:lowdin_charge:R:1
C 0.055278 -2.032170 0.311372 2.839 1.616 -0.140 0.01
C -0.374555 -0.659000 0.216591 -0.077 2.824 -0.241 -0.26
C 0.644894 0.660609 0.352163 -2.504 -1.947 0.535 -0.15
N 1.986803 0.685714 -0.196921 0.930 -0.021 -3.311 0.22
C -0.455544 0.479672 -0.627841 -0.101 -0.060 -0.208 -0.15
C -1.880647 0.842920 -0.697144 -3.676 2.612 -3.312 -0.10
C -1.619354 0.183378 0.541512 1.950 0.735 2.200 0.02
H 0.891280 -2.183561 -0.413243 -0.275 -0.063 0.842 0.11
H -0.655958 -2.716897 0.084000 -2.323 -2.069 -0.330 0.06
H 0.359194 -1.983270 1.342840 0.511 -1.516 0.445 0.11
H 0.396925 1.195821 1.225467 0.857 0.847 0.960 0.13
H 1.899188 0.245848 -1.175759 0.202 0.603 1.518 0.21
H 2.804079 0.232469 0.218719 -0.505 -0.282 0.768 0.18
H 2.294366 1.643724 -0.410165 -0.122 0.057 0.171 0.18
H -2.560342 0.469660 -1.511866 1.221 -0.403 0.644 0.13
H -2.228039 1.921083 -0.597358 0.904 -1.159 0.098 0.15
H -1.557570 1.014008 1.337632 0.168 -1.775 -0.639 0.15
```
Forces are in eV/Å.

Values from the calculation:
LUMO = -3.824 eV
energy relative to the best compared isomer or geometry (same formula, charge and spin) = 108.6 kcal/mol
E_HOMO = -12.8282 eV
net charge = +1
orbital gap = 9.00 eV

Entry 3:
A structure of composition C16H17AsNNaOS2 at a distorted geometry, computed with ωB97M-V/def2-TZVPD.

```
39
Properties=species:S:1:pos:R:3:forces:R:3:lowdin_charge:R:1
Na -3.302006 -0.177399 0.636936 -0.004 0.275 -0.058 0.07
S -5.433725 -1.652898 1.349310 0.084 -0.531 0.186 0.43
C -4.045774 -2.651747 1.493872 -0.138 -0.093 0.063 -1.13
N -2.802402 -2.298129 1.288093 -0.555 -0.084 0.141 -0.03
C -1.908387 -3.311013 1.492067 -0.088 -0.464 0.118 -0.32
C -0.530736 -3.193768 1.351620 0.164 0.016 -0.016 -0.01
C 0.268798 -4.302147 1.587467 -0.016 0.147 -0.039 -0.11
C -0.288989 -5.523364 1.961246 -0.139 -0.057 0.028 -0.13
C -1.666397 -5.653261 2.108564 0.151 -0.096 0.014 -0.13
C -2.470044 -4.549730 1.875563 0.131 0.116 -0.041 -0.51
S -4.192948 -4.384188 1.979097 -0.024 0.335 -0.101 0.93
H -0.126618 -2.229257 1.066019 0.048 -0.036 0.006 0.11
H 1.343074 -4.213143 1.480372 0.001 -0.002 0.001 0.09
H 0.351915 -6.378287 2.141013 0.000 -0.006 0.002 0.08
H -2.101681 -6.601705 2.401526 0.009 0.001 -0.001 0.09
C -1.081114 3.270155 -0.540087 -0.313 -0.213 0.008 -0.33
As -1.014963 1.301500 -0.135229 0.757 0.777 0.580 0.96
C 0.741829 2.046136 1.373233 0.675 0.018 0.092 -0.35
C 0.414467 0.806165 -1.565933 -0.388 -0.231 0.159 -0.30
C 1.521031 1.748257 -1.780466 0.173 0.222 -0.044 -0.32
C 2.764439 1.576855 -1.155024 -0.100 -0.043 0.045 -0.08
C 3.806883 2.468489 -1.340091 0.032 0.019 -0.018 -0.12
C 3.655387 3.576186 -2.169290 -0.079 -0.042 0.010 -0.15
C 2.427861 3.770762 -2.793834 0.054 0.053 -0.007 -0.13
C 1.385610 2.879039 -2.602559 -0.073 -0.186 -0.002 -0.08
H -0.132526 3.796277 -0.455089 0.069 -0.055 -0.012 -0.01
H -1.787342 3.674652 0.191934 0.056 0.034 -0.035 0.00
H -1.528234 3.385042 -1.532578 0.011 0.021 0.047 0.00
H 1.512254 2.794296 1.100750 -0.033 -0.009 0.069 -0.08
H 1.243820 1.131528 1.735555 -0.042 0.022 0.020 -0.09
H 0.112033 2.444793 2.183622 -0.051 -0.027 -0.071 -0.09
H -0.196086 0.645920 -2.457695 0.014 0.067 0.023 0.06
H 0.781874 -0.157292 -1.205604 0.025 0.002 -0.083 0.04
H 2.888283 0.730659 -0.488772 0.011 0.028 0.015 0.10
H 4.746790 2.300169 -0.824955 0.002 0.011 -0.001 0.08
H 4.468039 4.278936 -2.312357 0.009 0.003 -0.002 0.07
H 2.277207 4.633656 -3.435049 0.010 0.002 0.004 0.08
H 0.431115 3.046790 -3.087352 0.004 0.029 -0.010 0.10
O -2.532740 0.971066 -0.915893 -0.446 -0.024 -1.089 -0.80
```
Forces are in eV/Å.

Values from the calculation:
LUMO = 3.987 eV
E_HOMO = 1.2989 eV
net charge = -2
orbital gap = 2.69 eV

Entry 4:
A structure of composition C4H4OTb at a distorted geometry, computed with ωB97M-V/def2-TZVPD.

```
10
Properties=species:S:1:pos:R:3:forces:R:3:lowdin_charge:R:1
O 1.781270 0.504936 -0.079036 -1.693 0.927 -1.606 -0.34
C 0.712532 0.466828 -0.804634 2.921 -3.656 1.250 -0.22
C -0.486790 1.087120 -0.537947 -2.158 1.825 1.364 -0.02
C -1.679215 0.358260 -0.297479 1.584 -0.638 0.361 -0.05
C -2.371166 -0.461038 0.311618 -0.585 1.587 -0.803 0.21
H 0.645107 -0.392396 -1.497130 0.252 0.408 -0.104 0.15
H -0.441565 2.114988 -0.164658 -0.220 -0.220 -0.049 0.14
H -3.287841 -0.768802 0.787873 0.444 -0.472 -0.087 0.07
Tb 3.413844 -0.812943 1.136725 -1.230 -0.082 -0.404 1.33
H 1.713823 -2.096954 1.144664 0.684 0.321 0.078 -0.25
```
Forces are in eV/Å.

Values from the calculation:
LUMO (alpha / beta) = -4.735 / -5.820 eV
energy relative to the best compared isomer or geometry (same formula, charge and spin) = 21.1 kcal/mol
expectation value of S² = 13.082
E_HOMO (alpha / beta) = -12.0786 / -11.5086 eV
net charge = +1
2S+1 = 7
orbital gap (alpha / beta) = 7.34 / 5.69 eV

Entry 5:
A structure of composition C5H7N at a distorted geometry, computed with ωB97M-V/def2-TZVPD.

```
13
Properties=species:S:1:pos:R:3:forces:R:3:lowdin_charge:R:1
C 1.836835 -0.617753 0.289266 -0.604 -2.031 4.488 -0.12
C 0.519202 -0.501555 -0.401694 5.422 7.875 -2.728 -0.31
C -0.302706 0.776582 -0.160040 3.141 4.049 -1.252 -0.15
C -1.599217 0.914763 0.100089 -0.426 2.613 0.860 -0.15
C -2.503484 -0.259354 0.062237 2.814 4.535 0.733 -0.24
H 2.341216 0.305149 0.577298 0.274 0.208 -1.577 0.03
H 2.553087 -1.514551 -0.148614 -1.959 2.421 1.760 0.13
H 1.406841 -0.617362 1.571585 1.619 -1.410 -3.250 0.16
H 0.688469 -0.542633 -1.493982 0.500 0.736 -0.124 0.13
H -0.228754 -1.032322 -0.466818 -6.682 -7.588 1.243 -0.01
H 0.327045 2.106265 -0.432108 -1.642 -4.346 1.256 0.21
H -1.846221 2.128994 0.432688 -0.308 -4.199 -1.262 0.17
N -3.192310 -1.146223 0.070093 -2.148 -2.863 -0.148 0.15
```
Forces are in eV/Å.

Values from the calculation:
LUMO = 0.446 eV
energy relative to the best compared isomer or geometry (same formula, charge and spin) = 137.3 kcal/mol
E_HOMO = -10.2530 eV
net charge = 0
orbital gap = 10.70 eV

Entry 6:
The molecule C4H4O4 at a distorted geometry, computed with ωB97M-V/def2-TZVPD.

```
12
Properties=species:S:1:pos:R:3:forces:R:3:lowdin_charge:R:1
O -1.239394 0.797062 -1.601789 2.627 0.186 -1.673 0.05
C -0.003641 0.792347 -1.540364 -3.831 -0.342 -1.277 -0.15
C 0.463397 0.540500 -0.108529 -2.496 -1.548 -0.861 -0.22
C 0.686484 -0.981852 0.149162 0.284 -1.390 0.198 -0.02
O 0.032597 -1.130155 1.527333 -0.398 0.508 -1.729 0.02
C -0.946142 -0.128137 1.631430 4.247 0.617 -4.280 -0.56
O -1.816187 0.095878 2.326385 -3.540 -1.178 4.415 0.23
O -0.745283 0.823273 0.671836 2.863 -0.709 -0.709 0.05
H 0.591023 0.954486 -2.535845 -0.330 -0.266 2.011 0.16
H 1.134446 1.294375 0.039208 2.547 1.439 1.433 0.12
H 1.777862 -1.553931 0.143101 -2.839 2.097 0.376 0.18
H 0.064836 -1.503847 -0.701929 0.868 0.587 2.096 0.15
```
Forces are in eV/Å.

Values from the calculation:
LUMO = 0.179 eV
energy relative to the best compared isomer or geometry (same formula, charge and spin) = 71.4 kcal/mol
E_HOMO = -10.4665 eV
net charge = 0
orbital gap = 10.65 eV